The following is a DFT calculation (the ωB97M-V functional and the def2-TZVPD basis) of 2 unconnected molecules or ions with the total composition CH8NO in a non-equilibrium geometry.

Structure (XYZ):
```
11
Properties=species:S:1:pos:R:3:mulliken_charge:R:1
N 1.255 -1.598 0.570 -0.4144
H 0.654 -2.388 0.810 0.3865
H 1.915 -1.775 -0.180 0.4106
H 0.696 -0.871 0.104 0.2800
H 1.730 -1.071 1.320 0.3786
C -1.199 1.309 -0.704 -0.5744
O -0.046 0.914 0.021 -0.5951
H -1.224 2.466 -0.791 0.2522
H -1.197 0.703 -1.779 0.2275
H -2.214 1.177 -0.341 0.3063
H -0.371 1.132 0.969 0.3422
```

Output
HOMO   -14.8 eV
Charge   +1
Electronic energy   -172.59479 Eh
HOMO-LUMO gap   10.6 eV